(1)
This record from the Open Molecules 2025 dataset describes a molecular structure, C34H30F10N4O2PSe2Ti in a non-equilibrium geometry. The level of theory is wB97M-V/def2-TZVPD.

ORCA input file:
```
! wB97M-V def2-TZVPD RIJCOSX def2/J DEFGRID3
* xyz -1 1
Ti -0.208 -0.230 -0.482
C -3.182 -0.749 -1.131
N -2.363 -0.336 0.010
C -2.443 -1.320 1.103
C -1.661 -2.578 0.752
N -0.346 -2.152 0.309
C 0.589 -3.066 -0.019
C 1.859 -2.574 -0.386
F 2.000 -1.217 -0.374
C 2.923 -3.342 -0.778
F 4.083 -2.773 -1.128
C 2.787 -4.721 -0.822
F 3.813 -5.507 -1.202
C 1.568 -5.265 -0.468
F 1.410 -6.598 -0.508
C 0.503 -4.469 -0.083
F -0.649 -5.111 0.224
C -2.718 1.020 0.457
C -2.293 2.050 -0.578
N -0.955 1.710 -1.041
C -0.405 2.409 -2.048
C -0.968 3.429 -2.850
F -2.227 3.880 -2.630
C -0.299 4.011 -3.912
F -0.923 4.947 -4.644
C 0.987 3.642 -4.247
F 1.621 4.193 -5.298
C 1.605 2.679 -3.465
F 2.860 2.304 -3.744
C 0.931 2.108 -2.414
F 1.592 1.198 -1.662
H -4.244 -0.829 -0.852
H -2.835 -1.713 -1.497
H -3.076 -0.026 -1.938
H -3.491 -1.559 1.336
H -1.984 -0.870 1.984
H -2.191 -3.162 -0.012
H -1.616 -3.193 1.656
H -2.183 1.194 1.390
H -3.798 1.097 0.656
H -2.329 3.039 -0.105
H -3.021 2.074 -1.396
Se 0.240 -2.051 3.821
P 0.574 0.046 3.693
Se 0.741 1.062 1.766
C 2.066 0.480 4.673
C 3.079 1.287 4.176
C 4.179 1.596 4.969
C 4.267 1.107 6.262
C 3.253 0.298 6.764
C 2.162 -0.018 5.972
C -0.722 0.954 4.641
C -0.832 2.338 4.518
C -1.772 3.036 5.260
C -2.617 2.357 6.130
C -2.515 0.981 6.253
C -1.569 0.281 5.512
H 3.006 1.662 3.163
H 4.969 2.220 4.569
H 5.124 1.349 6.878
H 3.319 -0.094 7.771
H 1.384 -0.671 6.348
H -0.185 2.860 3.823
H -1.850 4.111 5.155
H -3.356 2.902 6.706
H -3.175 0.444 6.924
H -1.488 -0.797 5.589
O 0.838 -2.444 -3.362
C 0.100 -1.316 -3.408
O -0.248 -0.771 -2.367
C -0.540 -1.016 -4.754
N 0.192 -1.736 -5.819
C 0.749 -0.751 -6.766
C 0.801 0.539 -5.959
C -0.486 0.464 -5.137
H -1.570 -1.382 -4.686
H -0.403 -2.405 -6.285
H 1.038 -2.644 -4.298
H 0.094 -0.621 -7.635
H 1.728 -1.071 -7.125
H 0.864 1.427 -6.586
H 1.666 0.528 -5.292
H -1.349 0.729 -5.752
H -0.479 1.104 -4.261
*
```

## Properties
E_HOMO (alpha / beta)	-0.0883 / -0.0879	Ha
relative energy (zero: lowest compared OMol25 entry of this formula, charge and spin)	31.4	kcal/mol
E_LUMO (alpha / beta)	0.074 / 0.074	hartree
orbital gap (alpha / beta)	0.1621 / 0.1617	Ha

(2)
This record from the Open Molecules 2025 dataset describes a single C5H8N2 molecule in a non-equilibrium geometry. The level of theory is wB97M-V/def2-TZVPD.

ORCA input file:
```
! wB97M-V def2-TZVPD RIJCOSX def2/J DEFGRID3
* xyz 0 1
C 0.529 -1.767 1.111
C -0.852 -1.098 0.450
C -0.195 -1.207 -0.794
N 0.239 -0.086 -1.322
N -0.349 0.848 -0.543
C 0.096 2.211 -0.701
C -1.062 0.323 0.464
H 0.412 -2.802 1.421
H 0.819 -1.110 1.922
H 1.440 -1.770 0.461
H 0.023 -2.172 -1.216
H 0.091 2.468 -1.759
H 1.124 2.281 -0.322
H -0.544 2.878 -0.123
H -1.769 1.002 0.951
*
```

## Properties
structure (SMILES)	Cc1cnn(C)c1
E_HOMO	-0.2941	Ha
relative energy (zero: lowest compared OMol25 entry of this formula, charge and spin)	95.1	kcal/mol
E_LUMO	0.022	hartree
orbital gap	0.3157	Ha

(3)
This record from the Open Molecules 2025 dataset describes a molecular structure, C31H42GeN6O2Sr. The level of theory is wB97M-V/def2-TZVPD.

ORCA input file:
```
! wB97M-V def2-TZVPD RIJCOSX def2/J DEFGRID3
* xyz 0 1
Sr -0.884 -0.154 -1.469
N 1.809 1.461 -0.176
C 1.151 2.609 -0.788
C 2.037 3.826 -1.098
C 1.428 4.881 -2.021
C 0.355 5.769 -1.389
N -0.906 5.113 -1.035
C -1.798 4.692 -1.918
N -1.699 5.047 -3.205
N -2.916 4.075 -1.499
C 0.483 2.075 -2.067
O 1.080 1.189 -2.695
O -0.727 2.418 -2.270
H 2.380 1.735 0.614
H 2.383 0.997 -0.874
H 0.346 2.905 -0.111
H 2.949 3.445 -1.566
H 2.344 4.300 -0.159
H 1.056 4.400 -2.930
H 2.221 5.561 -2.341
H 0.118 6.615 -2.039
H 0.737 6.201 -0.464
H -0.974 4.709 -0.114
H -0.790 5.306 -3.547
H -2.250 4.526 -3.867
H -2.860 3.601 -0.610
H -3.421 3.548 -2.193
C -1.155 0.268 2.447
C -1.854 0.484 3.815
N -2.852 1.560 3.720
C -3.854 1.201 2.717
C -3.165 0.953 1.348
N -1.723 1.206 1.462
C -1.513 2.575 1.924
C -2.190 2.790 3.305
H -1.296 -0.742 2.060
H -0.077 0.436 2.496
H -1.137 0.753 4.593
H -2.367 -0.422 4.142
H -4.591 2.006 2.662
H -4.372 0.304 3.057
H -3.577 1.596 0.559
H -3.291 -0.082 1.022
H -1.934 3.262 1.176
H -0.437 2.756 1.980
H -2.933 3.590 3.269
H -1.451 3.056 4.063
C -1.414 -2.260 -0.448
Ge 0.308 -2.988 -0.314
C 0.343 -4.985 -0.185
C -0.878 -5.653 -0.171
C -0.936 -7.040 -0.082
C 0.235 -7.782 -0.014
C 1.463 -7.131 -0.032
C 1.510 -5.746 -0.115
C 1.216 -2.565 -2.049
C 2.463 -1.979 -2.280
C 2.907 -1.686 -3.565
C 2.104 -1.964 -4.660
C 0.859 -2.546 -4.462
C 0.425 -2.843 -3.175
C 1.392 -2.536 1.311
C 2.594 -1.834 1.400
C 3.172 -1.517 2.626
C 2.552 -1.894 3.808
C 1.355 -2.598 3.748
C 0.792 -2.911 2.519
H -1.791 -2.187 0.592
H -1.784 -5.057 -0.238
H -1.896 -7.544 -0.068
H 0.194 -8.863 0.051
H 2.381 -7.705 0.019
H 2.477 -5.250 -0.119
H 3.120 -1.754 -1.449
H 3.881 -1.235 -3.709
H 2.447 -1.733 -5.661
H 0.229 -2.781 -5.312
H -0.546 -3.305 -3.026
H 3.107 -1.514 0.501
H 4.114 -0.980 2.656
H 3.001 -1.655 4.764
H 0.864 -2.910 4.663
H -0.142 -3.466 2.493
*
```

## Properties
E_HOMO	-0.1577	Ha
relative energy (zero: lowest compared OMol25 entry of this formula, charge and spin)	94.2	kcal/mol
E_LUMO	-0.023	hartree
orbital gap	0.1350	Ha